# 1
Here is a single C6H11NS molecule from the OMol25 dataset. Energies are from ωB97M-V/def2-TZVPD.

Summary:
E_LUMO (alpha / beta): 0.10 / -0.27 eV
Net charge: 0
E_HOMO (alpha / beta): -8.234 / -8.496 eV
ΔE to the lowest compared entry with this formula, charge and spin: 5.1351 eV
Frontier orbital gap (alpha / beta): 8.335 / 8.228 eV
Multiplicity: 1

Atoms and positions in Å:
C (1.655, -0.138, -1.207)
C (0.649, -0.586, -0.483)
C (0.770, 1.388, 1.104)
C (-0.191, 0.409, 0.481)
C (0.145, -1.974, -0.763)
C (-1.192, 1.160, -0.468)
N (-0.652, -0.356, 1.546)
S (-2.043, 0.087, 2.332)
H (2.157, -0.875, -1.738)
H (1.913, 0.944, -1.154)
H (1.738, 1.156, 0.985)
H (0.360, 1.882, 1.873)
H (0.114, -2.228, -1.806)
H (0.644, -2.736, -0.256)
H (-0.807, -1.970, -0.430)
H (-1.979, 0.541, -0.679)
H (-0.875, 1.401, -1.398)
H (-1.561, 1.977, 0.147)
H (-2.165, -0.981, 3.089)

Which charges does Löwdin predict for the atoms? In e, they are: number 1, C, carries 0.03; number 2, C, carries -0.27; number 3, C, carries 0.15; number 4, C, carries -0.68; number 5, C, carries -0.05; number 6, C, carries -0.03; number 7, N, carries -0.33; number 8, S, carries 0.80; number 9, H, carries 0.05; number 10, H, carries 0.08; number 11, H, carries 0.02; number 12, H, carries 0.02; number 13, H, carries 0.08; number 14, H, carries 0.07; number 15, H, carries 0.03; number 16, H, carries 0.04; number 17, H, carries 0.05; number 18, H, carries 0.08; number 19, H, carries -0.15



# 2
Here is a single C6H11NS molecule from the OMol25 dataset. Energies are from ωB97M-V/def2-TZVPD.

Summary:
E_LUMO: 0.88 eV
Structure (SMILES): C[C@H]1[C@@H]2NC[C@H](S)[C@H]12
Net charge: 0
E_HOMO: -8.605 eV
ΔE to the lowest compared entry with this formula, charge and spin: 4.2693 eV
Frontier orbital gap: 9.484 eV
Multiplicity: 1

Atoms and positions in Å:
C (-1.620, -1.707, -0.128)
C (-0.539, -0.703, -0.289)
C (-0.918, 0.566, 0.342)
N (-0.264, 1.815, 0.051)
C (1.045, 1.467, -0.442)
C (1.421, 0.413, 0.596)
S (2.760, -0.805, -0.024)
C (0.185, -0.157, 0.926)
H (-1.248, -2.669, -0.564)
H (-1.768, -1.982, 1.016)
H (-2.567, -1.069, -0.776)
H (-0.276, -0.346, -1.286)
H (-1.936, 0.721, 0.759)
H (-0.813, 2.449, -0.723)
H (1.405, 2.401, -0.368)
H (1.019, 0.937, -1.475)
H (2.197, 0.870, 1.363)
H (1.794, -1.565, -0.750)
H (0.123, -0.637, 1.772)

Which charges does Löwdin predict for the atoms? In e, they are: number 1, C, carries -0.08; number 2, C, carries -0.33; number 3, C, carries -0.31; number 4, N, carries -0.04; number 5, C, carries -0.25; number 6, C, carries -0.57; number 7, S, carries 0.68; number 8, C, carries -0.27; number 9, H, carries 0.07; number 10, H, carries 0.12; number 11, H, carries 0.17; number 12, H, carries 0.14; number 13, H, carries 0.16; number 14, H, carries 0.18; number 15, H, carries 0.08; number 16, H, carries 0.13; number 17, H, carries 0.13; number 18, H, carries -0.10; number 19, H, carries 0.10



# 3
Here is 2 unconnected molecules or ions with the total composition C6H11O from the OMol25 dataset. Energies are from ωB97M-V/def2-TZVPD.

Summary:
E_LUMO: 1.84 eV
Net charge: -1
E_HOMO: -2.510 eV
ΔE to the lowest compared entry with this formula, charge and spin: 6.4264 eV
Frontier orbital gap: 4.346 eV
Multiplicity: 1

Atoms and positions in Å:
C (-2.846, 0.401, 0.227)
O (-4.022, 0.026, -0.196)
C (-1.591, -0.657, 0.136)
C (-0.350, 0.045, 0.704)
C (1.056, -0.220, 0.084)
C (2.151, 0.654, 0.205)
C (3.285, 0.129, -0.663)
H (-2.745, 0.474, 1.375)
H (-2.353, 1.296, -0.196)
H (-1.883, -1.545, 0.691)
H (-1.515, -0.773, -0.961)
H (-0.579, 1.123, 0.615)
H (-0.375, -0.085, 1.793)
H (1.157, -1.314, -0.042)
H (-0.019, 0.290, -1.203)
H (4.211, 0.532, -0.251)
H (3.020, 0.598, -1.617)
H (3.398, -0.973, -0.701)

Which charges does Löwdin predict for the atoms? In e, they are: number 1, C, carries -0.59; number 2, O, carries -0.32; number 3, C, carries -0.25; number 4, C, carries -0.37; number 5, C, carries -0.24; number 6, C, carries -0.08; number 7, C, carries -0.20; number 8, H, carries 0.08; number 9, H, carries 0.06; number 10, H, carries 0.09; number 11, H, carries 0.07; number 12, H, carries 0.08; number 13, H, carries 0.09; number 14, H, carries 0.09; number 15, H, carries 0.31; number 16, H, carries 0.04; number 17, H, carries 0.07; number 18, H, carries 0.06



# 4
Here is a gas-phase ion, C6H11O (charge -1) from the OMol25 dataset. Energies are from ωB97M-V/def2-TZVPD.

Summary:
E_LUMO: 3.68 eV
Structure (SMILES): C=CCCCC[O-]
Net charge: -1
E_HOMO: -2.162 eV
ΔE to the lowest compared entry with this formula, charge and spin: 1.2193 eV
Frontier orbital gap: 5.846 eV
Multiplicity: 1

Atoms and positions in Å:
C (1.637, 2.440, -0.429)
C (1.035, 1.307, -0.160)
C (-0.388, 0.876, -0.519)
C (-0.756, -0.521, -0.973)
C (-0.203, -1.562, -0.021)
C (-0.687, -1.684, 1.441)
O (0.025, -2.651, 2.122)
H (1.202, 3.299, -1.009)
H (2.477, 2.762, 0.172)
H (1.726, 0.570, 0.319)
H (-0.886, 1.643, -1.264)
H (-0.958, 1.186, 0.427)
H (-0.325, -0.502, -2.019)
H (-1.876, -0.724, -0.971)
H (0.896, -1.518, -0.110)
H (-0.517, -2.536, -0.421)
H (-0.545, -0.641, 1.886)
H (-1.857, -1.743, 1.528)

Which charges does Löwdin predict for the atoms? In e, they are: number 1, C, carries -0.07; number 2, C, carries -0.20; number 3, C, carries -0.26; number 4, C, carries -0.26; number 5, C, carries -0.27; number 6, C, carries -0.55; number 7, O, carries -0.41; number 8, H, carries 0.06; number 9, H, carries 0.03; number 10, H, carries 0.11; number 11, H, carries 0.12; number 12, H, carries 0.12; number 13, H, carries 0.11; number 14, H, carries 0.12; number 15, H, carries 0.09; number 16, H, carries 0.09; number 17, H, carries 0.07; number 18, H, carries 0.09



# 5
Here is a molecular structure, C6H11O from the OMol25 dataset. Energies are from ωB97M-V/def2-TZVPD.

Summary:
E_LUMO: -5.72 eV
Net charge: +1
E_HOMO: -15.515 eV
ΔE to the lowest compared entry with this formula, charge and spin: 1.5998 eV
Frontier orbital gap: 9.792 eV
Multiplicity: 1

Atoms and positions in Å:
C (0.103, -0.899, -1.806)
C (-0.744, 0.202, -1.075)
C (0.801, -1.580, -0.621)
C (-0.712, -0.168, 0.351)
C (-1.409, 0.247, 1.570)
C (-0.889, -0.025, 2.766)
O (0.242, -0.997, 0.571)
H (-0.575, -1.486, -2.278)
H (0.718, -0.323, -2.493)
H (-0.196, 1.139, -1.313)
H (-1.646, 0.304, -1.660)
H (0.716, -2.673, -0.568)
H (1.954, -1.408, -0.626)
H (0.830, 2.266, 0.747)
H (-2.264, 0.789, 1.428)
H (-0.023, -0.557, 2.656)
H (-1.468, 0.261, 3.556)
H (1.556, 1.936, 0.904)

Which charges does Löwdin predict for the atoms? In e, they are: number 1, C, carries -0.08; number 2, C, carries -0.06; number 3, C, carries -0.07; number 4, C, carries -0.17; number 5, C, carries -0.02; number 6, C, carries 0.19; number 7, O, carries 0.04; number 8, H, carries 0.08; number 9, H, carries 0.13; number 10, H, carries 0.15; number 11, H, carries 0.14; number 12, H, carries 0.14; number 13, H, carries 0.17; number 14, H, carries 0.05; number 15, H, carries 0.10; number 16, H, carries 0.07; number 17, H, carries 0.08; number 18, H, carries 0.06



# 6
Here is a gas-phase ion, C6H11O4S (charge -1) from the OMol25 dataset. Energies are from ωB97M-V/def2-TZVPD.

Summary:
E_LUMO: 3.52 eV
Structure (SMILES): CC(C)=C[C@@](C)(O)S(=O)(=O)[O-]
Net charge: -1
E_HOMO: -5.288 eV
ΔE to the lowest compared entry with this formula, charge and spin: 0.0000 eV
Frontier orbital gap: 8.806 eV
Multiplicity: 1

Atoms and positions in Å:
C (1.381, 2.170, 1.236)
C (0.915, 1.230, 0.096)
C (1.480, 1.243, -1.291)
C (-0.108, 0.502, 0.433)
C (-0.995, -0.718, -0.291)
C (-2.236, -0.879, 0.581)
O (-1.323, -0.494, -1.699)
S (0.061, -2.304, -0.150)
O (-0.521, -3.079, -1.302)
O (1.448, -1.914, -0.269)
O (-0.307, -2.886, 1.125)
H (1.101, 1.955, 2.243)
H (0.945, 3.116, 1.084)
H (2.529, 2.209, 1.278)
H (0.704, 1.619, -2.051)
H (1.717, 0.127, -1.439)
H (2.470, 1.814, -1.377)
H (-0.530, 0.613, 1.501)
H (-2.001, -0.553, 1.543)
H (-3.056, -0.295, 0.163)
H (-2.450, -1.986, 0.593)
H (-1.226, -1.492, -2.007)

Which charges does Löwdin predict for the atoms? In e, they are: number 1, C, carries -0.08; number 2, C, carries -0.37; number 3, C, carries -0.07; number 4, C, carries -0.03; number 5, C, carries -0.48; number 6, C, carries -0.08; number 7, O, carries -0.11; number 8, S, carries 0.47; number 9, O, carries -0.40; number 10, O, carries -0.35; number 11, O, carries -0.36; number 12, H, carries 0.05; number 13, H, carries 0.04; number 14, H, carries 0.09; number 15, H, carries 0.10; number 16, H, carries 0.09; number 17, H, carries 0.08; number 18, H, carries 0.11; number 19, H, carries 0.03; number 20, H, carries 0.08; number 21, H, carries 0.09; number 22, H, carries 0.10



# 7
Here is 2 unconnected molecules or ions with the total composition C6H11P from the OMol25 dataset. Energies are from ωB97M-V/def2-TZVPD.

Summary:
E_LUMO: 0.50 eV
Structure (SMILES): CC=C=P.C=CC
Net charge: 0
E_HOMO: -8.765 eV
ΔE to the lowest compared entry with this formula, charge and spin: 1.8042 eV
Frontier orbital gap: 9.266 eV
Multiplicity: 1

Atoms and positions in Å:
C (1.702, -1.905, 0.292)
C (1.537, -0.751, -0.654)
C (1.481, 0.493, -0.289)
P (1.562, 2.037, 0.257)
H (1.799, -1.552, 1.316)
H (2.587, -2.481, 0.027)
H (0.838, -2.563, 0.222)
H (1.423, -1.025, -1.697)
H (2.959, 2.148, 0.105)
C (-1.572, -0.415, 0.603)
C (-1.381, 0.461, -0.365)
C (-1.670, 1.922, -0.233)
H (-1.880, -0.110, 1.590)
H (-1.423, -1.472, 0.455)
H (-1.102, 0.127, -1.355)
H (-1.004, 2.510, -0.862)
H (-1.562, 2.246, 0.800)
H (-2.693, 2.123, -0.555)

Which charges does Löwdin predict for the atoms? In e, they are: number 1, C, carries -0.10; number 2, C, carries -0.26; number 3, C, carries -0.52; number 4, P, carries 0.83; number 5, H, carries 0.08; number 6, H, carries 0.07; number 7, H, carries 0.06; number 8, H, carries 0.11; number 9, H, carries -0.15; number 10, C, carries -0.02; number 11, C, carries -0.30; number 12, C, carries -0.16; number 13, H, carries 0.06; number 14, H, carries 0.04; number 15, H, carries 0.09; number 16, H, carries 0.03; number 17, H, carries 0.06; number 18, H, carries 0.07



# 8
Here is 2 unconnected molecules or ions with the total composition C6H11P from the OMol25 dataset. Energies are from ωB97M-V/def2-TZVPD.

Summary:
E_LUMO (alpha / beta): -0.19 / 0.38 eV
Net charge: 0
E_HOMO (alpha / beta): -8.298 / -7.507 eV
ΔE to the lowest compared entry with this formula, charge and spin: 4.9738 eV
Frontier orbital gap (alpha / beta): 8.108 / 7.891 eV
Multiplicity: 1

Atoms and positions in Å:
C (0.099, 0.941, -0.460)
C (-0.352, 1.905, -1.231)
C (-0.166, -0.400, 0.032)
C (-0.631, -1.681, -0.599)
C (-1.963, 0.223, 1.845)
C (2.534, -0.105, -0.165)
P (1.202, 0.452, 0.930)
H (0.261, 2.865, -1.317)
H (-1.205, 1.754, -1.892)
H (-0.550, -1.333, -1.650)
H (-1.632, -1.902, -0.187)
H (-0.093, -2.523, -0.508)
H (-2.915, 0.481, 1.389)
H (-1.456, 0.877, 2.499)
H (-1.625, -0.787, 2.130)
H (3.312, 0.668, -0.288)
H (2.117, -0.452, -1.015)
H (3.064, -0.981, 0.486)

Which charges does Löwdin predict for the atoms? In e, they are: number 1, C, carries -0.52; number 2, C, carries -0.02; number 3, C, carries -0.42; number 4, C, carries -0.07; number 5, C, carries 0.06; number 6, C, carries -0.35; number 7, P, carries 0.92; number 8, H, carries 0.08; number 9, H, carries 0.05; number 10, H, carries 0.10; number 11, H, carries 0.08; number 12, H, carries 0.02; number 13, H, carries 0.01; number 14, H, carries -0.03; number 15, H, carries 0.00; number 16, H, carries 0.04; number 17, H, carries -0.03; number 18, H, carries 0.08



# 9
Here is 2 unconnected molecules or ions with the total composition C6H11P from the OMol25 dataset. Energies are from ωB97M-V/def2-TZVPD.

Summary:
E_LUMO: 0.97 eV
Structure (SMILES): CCC1=[PH]=C1.C=C
Net charge: 0
E_HOMO: -8.632 eV
ΔE to the lowest compared entry with this formula, charge and spin: 3.0517 eV
Frontier orbital gap: 9.606 eV
Multiplicity: 1

Atoms and positions in Å:
C (0.589, 1.950, -1.431)
C (-0.077, 0.994, -0.467)
C (-0.930, -0.038, -1.155)
P (-2.287, -0.331, -2.395)
C (-1.182, -1.310, -1.229)
H (1.380, 1.275, -1.845)
H (1.175, 2.757, -0.870)
H (-0.262, 2.272, -2.173)
H (-0.673, 1.639, 0.061)
H (0.791, 0.536, 0.210)
H (-1.586, -0.552, -3.625)
H (-0.939, -2.301, -1.044)
C (-0.483, -1.554, 2.445)
C (0.837, -1.263, 2.400)
H (-1.317, -0.983, 2.743)
H (-0.854, -2.582, 2.295)
H (1.639, -1.886, 2.078)
H (1.103, -0.334, 2.848)

Which charges does Löwdin predict for the atoms? In e, they are: number 1, C, carries -0.14; number 2, C, carries -0.30; number 3, C, carries -0.51; number 4, P, carries 0.82; number 5, C, carries -0.26; number 6, H, carries 0.08; number 7, H, carries 0.09; number 8, H, carries 0.11; number 9, H, carries 0.06; number 10, H, carries 0.14; number 11, H, carries -0.14; number 12, H, carries 0.03; number 13, C, carries -0.07; number 14, C, carries -0.07; number 15, H, carries 0.03; number 16, H, carries 0.05; number 17, H, carries 0.04; number 18, H, carries 0.03



# 10
Here is a single C6H11P molecule from the OMol25 dataset. Energies are from ωB97M-V/def2-TZVPD.

Summary:
E_LUMO: 1.03 eV
Structure (SMILES): CC1=[PH2]C=CCC1
Net charge: 0
E_HOMO: -6.847 eV
ΔE to the lowest compared entry with this formula, charge and spin: 1.7547 eV
Frontier orbital gap: 7.876 eV
Multiplicity: 1

Atoms and positions in Å:
C (2.082, 0.836, 0.910)
C (0.651, 0.599, 0.493)
P (-0.204, -0.714, 1.237)
C (-1.873, -0.722, 0.538)
C (-1.906, -0.456, -0.768)
C (-0.635, -0.312, -1.551)
C (0.336, 0.746, -0.993)
H (2.804, 0.251, 0.332)
H (2.210, 0.594, 1.965)
H (2.319, 1.891, 0.766)
H (-0.300, -0.406, 2.588)
H (-0.080, -2.158, 1.473)
H (-2.739, -0.851, 1.168)
H (-2.843, -0.381, -1.305)
H (-0.114, -1.279, -1.515)
H (-0.855, -0.084, -2.595)
H (1.251, 0.706, -1.595)
H (-0.104, 1.739, -1.145)

Which charges does Löwdin predict for the atoms? In e, they are: number 1, C, carries -0.18; number 2, C, carries -0.50; number 3, P, carries 0.85; number 4, C, carries -0.26; number 5, C, carries -0.17; number 6, C, carries -0.24; number 7, C, carries -0.26; number 8, H, carries 0.06; number 9, H, carries 0.05; number 10, H, carries 0.07; number 11, H, carries -0.01; number 12, H, carries -0.02; number 13, H, carries 0.06; number 14, H, carries 0.10; number 15, H, carries 0.12; number 16, H, carries 0.11; number 17, H, carries 0.10; number 18, H, carries 0.11



Q: Which value of multiplicity does entry 7 give?
A: 1



Q: The highest net charge belongs to which entry?
A: number 5